Here is a cluster of 12 separate species, C76H180N12O16 in total at a distorted geometry from the OMol25 dataset. Energies are from ωB97M-V with the def2-TZVPD basis set.

Results
- SMILES = CC1(C)CCCC(C)(C)N1O.CC1(C)CCCC(C)(C)N1O.CC1(C)CCCC(C)(C)N1O.CC1(C)CCCC(C)(C)N1O.COC[C@H](C)N.COC[C@H](C)N.COC[C@H](C)N.COC[C@H](C)N.COCCNCCOC.COCCNCCOC.COCCNCCOC.COCCNCCOC
- energy relative to the best compared isomer or geometry (same formula, charge and spin) (kcal/mol) = 67.3
- HOMO-LUMO gap (eV) = 8.36
- E_LUMO (eV) = 0.5

Element x y z (Å)
C: -3.55800 -1.35038 1.84590
C: -4.73554 -1.34748 2.81809
C: -5.32145 -2.76716 2.90791
C: -4.20177 -1.03362 4.21930
C: -5.21868 -0.56568 5.21550
C: -6.01819 0.56969 4.57305
C: -6.77812 0.11195 3.32898
C: -7.86861 -0.91702 3.63256
C: -7.35601 1.35533 2.65563
N: -5.72650 -0.32830 2.37767
O: -6.33005 -0.71648 1.17712
H: -2.76660 -1.98851 2.19132
H: -3.76709 -1.54906 0.80140
H: -3.06225 -0.32793 1.80258
H: -5.86940 -3.05777 1.98135
H: -4.54985 -3.56204 3.12891
H: -6.00767 -2.75799 3.75602
H: -3.76941 -1.93119 4.65937
H: -3.35648 -0.37961 4.24561
H: -5.96860 -1.28014 5.59256
H: -4.69093 -0.26883 6.14601
H: -5.39878 1.38801 4.26584
H: -6.79549 0.96544 5.24652
H: -8.70622 -0.37902 4.13931
H: -7.48339 -1.70528 4.29201
H: -8.30006 -1.34863 2.69620
H: -7.89195 1.04729 1.69643
H: -6.62832 2.12308 2.44030
H: -8.06312 1.74771 3.40752
H: -5.70378 -0.48326 0.43512
C: 4.86892 0.00741 6.02309
C: 5.80439 -1.06950 5.47157
C: 7.31406 -0.58511 5.47757
C: 5.72442 -2.31744 6.34478
C: 6.41730 -3.42641 5.60689
C: 5.76934 -3.68378 4.21229
C: 5.72319 -2.44488 3.30808
C: 7.15807 -2.07736 2.73119
C: 4.81588 -2.83309 2.16773
N: 5.11696 -1.42941 4.09783
O: 5.32379 -0.20316 3.33898
H: 3.90685 -0.43886 6.13561
H: 5.20035 0.34434 7.00721
H: 4.82855 0.80090 5.28014
H: 7.47494 0.27611 4.80655
H: 7.49269 -0.24204 6.50658
H: 8.04106 -1.33931 5.25475
H: 6.21996 -2.08192 7.30312
H: 4.69781 -2.52516 6.57109
H: 7.46406 -3.32156 5.50088
H: 6.34051 -4.46127 6.22058
H: 4.70674 -4.02194 4.34874
H: 6.33856 -4.41141 3.67284
H: 7.22106 -2.69726 1.85136
H: 7.87247 -2.39847 3.51007
H: 7.43256 -1.06591 2.42143
H: 5.24152 -3.75378 1.77780
H: 4.82959 -2.05976 1.42726
H: 3.86017 -2.97841 2.60603
H: 4.45470 0.17319 3.15297
C: 0.69260 5.48100 3.91378
C: -0.64164 4.98310 4.49238
C: -0.44436 4.96755 6.03354
C: -1.71638 6.00116 4.07313
C: -3.06695 5.56916 4.49015
C: -3.43659 4.21340 3.91314
C: -2.40832 3.09193 4.05084
C: -2.56811 2.21311 5.33573
C: -2.58432 2.11289 2.84921
N: -1.06877 3.70823 3.84717
O: -0.09384 2.78584 4.07628
H: 0.59901 5.78797 2.88375
H: 1.01332 6.28196 4.50051
H: 1.45819 4.72904 4.02783
H: 0.12699 5.81007 6.33910
H: -1.40450 4.78653 6.54917
H: 0.20465 4.14641 6.40692
H: -1.46122 7.01324 4.45657
H: -1.69619 6.00626 2.96310
H: -3.29351 5.51239 5.54558
H: -3.85859 6.31066 4.19942
H: -3.63019 4.19912 2.85635
H: -4.26522 3.82038 4.43761
H: -2.37073 2.72253 6.26270
H: -1.94928 1.32141 5.24579
H: -3.60063 1.76457 5.40772
H: -2.47118 2.66323 1.93729
H: -3.59923 1.69641 2.85670
H: -1.83495 1.34269 2.94545
H: -0.24881 2.39592 4.96291
C: -0.81623 -3.45879 3.33872
C: 0.35196 -4.31727 3.74950
C: 0.54565 -5.44586 2.72836
C: 1.63524 -3.56526 3.96503
C: 1.73068 -2.68132 5.21953
C: 1.42541 -3.56006 6.43935
C: 0.08279 -4.28488 6.37779
C: -0.13875 -5.24384 7.54445
C: -1.03298 -3.24577 6.49012
N: 0.15250 -5.03889 5.11022
O: -1.08417 -5.72607 5.01729
H: -1.71594 -3.95403 3.65110
H: -0.74216 -2.41610 3.75031
H: -0.74271 -3.31354 2.24717
H: 0.89480 -4.87714 1.83186
H: 1.30632 -6.16447 3.05386
H: -0.38552 -6.01703 2.53988
H: 2.41667 -4.34549 3.94497
H: 1.89275 -2.96954 3.09379
H: 2.65722 -2.15630 5.31408
H: 0.95613 -1.87453 5.16036
H: 1.65270 -2.99681 7.37914
H: 2.17477 -4.38428 6.51051
H: -1.01555 -5.85939 7.44098
H: -0.19991 -4.60560 8.41197
H: 0.70958 -5.93931 7.64550
H: -2.03717 -3.65349 6.52578
H: -0.93203 -2.53468 5.62777
H: -0.83341 -2.68719 7.37961
H: -0.81548 -6.62550 5.14913
C: -2.12618 0.61251 -10.49973
O: -1.58225 0.15320 -9.30357
C: -2.11023 0.69954 -8.12960
C: -1.77708 0.00420 -6.83920
C: -2.71323 0.50733 -5.80552
N: -0.39645 0.19089 -6.40827
H: -1.54394 0.19512 -11.27423
H: -2.16441 1.72411 -10.61659
H: -3.17123 0.30964 -10.63901
H: -1.72837 1.78112 -8.11113
H: -3.19830 0.75268 -8.20884
H: -1.90554 -1.06614 -7.05913
H: -2.31545 0.30563 -4.82675
H: -3.74486 0.06675 -5.91489
H: -2.76498 1.54704 -5.96166
H: -0.03691 1.17743 -6.43475
H: 0.24402 -0.43512 -6.87766
C: -1.23672 -2.12475 -2.55139
O: -0.90190 -0.90760 -1.89066
C: 0.35756 -0.81940 -1.25132
C: 0.25970 -1.07308 0.22583
C: -0.30597 0.13000 0.98017
N: 1.56713 -1.36149 0.82314
H: -1.10101 -2.97897 -1.81954
H: -0.58422 -2.28542 -3.40330
H: -2.30081 -2.09801 -2.80170
H: 0.94274 -1.61790 -1.71095
H: 0.82945 0.14048 -1.48945
H: -0.44124 -1.93800 0.37515
H: -1.27968 0.45723 0.62344
H: 0.38383 0.94410 1.00556
H: -0.46799 -0.15904 2.08643
H: 2.30954 -1.13776 0.22731
H: 1.58684 -0.75216 1.68235
C: 2.79732 -0.94698 -4.09604
O: 3.80010 -0.02504 -4.45905
C: 3.68150 0.58144 -5.73224
C: 4.92082 1.50821 -5.92288
C: 4.88750 2.61610 -4.86336
N: 4.92299 2.09704 -7.27165
H: 2.08729 -1.04176 -4.95457
H: 2.32763 -0.56306 -3.17235
H: 3.20589 -1.96422 -3.96402
H: 3.70814 -0.13785 -6.56643
H: 2.79528 1.18956 -5.71629
H: 5.83068 0.89148 -5.86742
H: 3.94767 3.20095 -5.08123
H: 5.78386 3.26310 -4.83065
H: 4.89512 2.14837 -3.84537
H: 4.97293 1.29383 -7.88424
H: 3.99264 2.51234 -7.41802
C: 0.95364 -7.81793 0.00053
O: 1.79276 -6.67031 -0.33932
C: 1.19064 -5.53933 -1.01558
C: 2.30359 -4.52057 -1.26304
C: 3.35387 -5.07938 -2.17820
N: 2.85045 -3.98632 0.03591
H: 0.44379 -7.66948 0.93003
H: 1.55601 -8.76427 -0.00177
H: 0.23260 -7.99394 -0.79660
H: 0.77590 -5.81469 -1.95829
H: 0.47941 -5.09050 -0.35229
H: 1.85755 -3.68152 -1.82365
H: 2.89619 -5.50938 -3.08060
H: 3.96384 -5.72400 -1.54139
H: 4.04518 -4.24767 -2.51110
H: 2.15100 -3.48700 0.63437
H: 3.35268 -4.68747 0.52107
C: -3.73630 0.49043 -1.81845
O: -4.97087 0.54215 -1.08083
C: -6.01033 0.48150 -1.99753
C: -5.81445 -0.47166 -3.18593
N: -5.58764 -1.85623 -2.69211
C: -5.18670 -2.88359 -3.67804
C: -5.10618 -4.18074 -2.92833
O: -4.15686 -3.92965 -1.85265
C: -4.24303 -4.88755 -0.81635
H: -2.98296 0.74473 -1.23847
H: -3.80280 1.07771 -2.75431
H: -3.56960 -0.42036 -2.23018
H: -6.07249 1.47750 -2.55817
H: -6.89768 0.31692 -1.40659
H: -5.05676 -0.12605 -3.91235
H: -6.83706 -0.45346 -3.64253
H: -4.80878 -1.85378 -1.98888
H: -4.25474 -2.61227 -4.27663
H: -5.94836 -2.98231 -4.46550
H: -4.66739 -4.98901 -3.55552
H: -6.07422 -4.50083 -2.61093
H: -5.25990 -4.90414 -0.38897
H: -3.53107 -4.56193 -0.05073
H: -4.00037 -5.86538 -1.20565
C: -3.87840 4.71660 -6.01524
O: -3.28190 4.14411 -4.86818
C: -3.50030 4.81003 -3.68740
C: -2.82492 3.97094 -2.57914
N: -1.83406 4.67928 -1.78062
C: -1.32647 3.90186 -0.70217
C: -0.48191 4.72796 0.12583
O: 0.57609 5.26039 -0.64154
C: 1.61230 5.75858 0.11634
H: -3.59899 4.01736 -6.89619
H: -3.54910 5.72233 -6.21258
H: -4.96353 4.64113 -6.04872
H: -4.60259 4.78662 -3.49723
H: -3.15528 5.84009 -3.71391
H: -2.47905 3.01534 -3.03511
H: -3.61047 3.57971 -1.87237
H: -1.08811 4.98302 -2.38085
H: -0.79903 3.02341 -1.00820
H: -2.14767 3.52487 -0.09086
H: -0.05589 4.09195 0.95289
H: -1.02446 5.48054 0.63611
H: 1.32180 6.70378 0.62596
H: 2.48877 6.04175 -0.50155
H: 1.99243 5.06568 0.91142
C: 1.01735 3.32508 -4.04669
O: 1.53997 3.38512 -5.35074
C: 1.03916 4.45315 -6.10827
C: 1.80936 4.48520 -7.35621
N: 1.54522 3.26297 -8.22282
C: 2.27966 3.23814 -9.46834
C: 2.00206 1.88291 -10.13613
O: 2.64602 0.88440 -9.32582
C: 1.89223 -0.34867 -9.32984
H: 1.14673 4.34316 -3.66165
H: 1.47865 2.53961 -3.52176
H: -0.03585 3.12283 -4.15672
H: 1.30760 5.36020 -5.61669
H: -0.05291 4.27690 -6.24098
H: 2.85343 4.60750 -7.06436
H: 1.43649 5.41141 -7.85176
H: 1.88580 2.51662 -7.65586
H: 3.37055 3.35644 -9.37065
H: 1.88962 4.00608 -10.10119
H: 2.46030 1.82844 -11.20154
H: 0.94746 1.69854 -10.23778
H: 1.86338 -0.83598 -10.29050
H: 0.88079 -0.21537 -9.00735
H: 2.40310 -1.04569 -8.68435
C: 4.55837 -0.68699 -1.35917
O: 3.62472 0.26178 -0.85804
C: 3.91927 1.54413 -1.34611
C: 3.57202 2.57259 -0.24156
N: 4.53019 2.40936 0.87850
C: 4.13997 3.05227 2.10232
C: 2.84829 2.43220 2.71657
O: 2.98810 1.00706 2.95826
C: 2.18054 0.50655 3.94849
H: 4.01965 -1.62726 -1.38547
H: 5.38264 -0.71709 -0.67065
H: 5.01821 -0.47436 -2.37119
H: 3.49985 1.78796 -2.31622
H: 4.97608 1.63198 -1.50657
H: 2.49640 2.42202 0.05858
H: 3.68797 3.52872 -0.68527
H: 4.66429 1.39034 1.05887
H: 3.88121 4.11758 1.97494
H: 4.88532 2.99756 2.84278
H: 1.93394 2.72843 2.18527
H: 2.74606 2.75583 3.79360
H: 2.44228 -0.58328 4.04848
H: 1.15409 0.51240 3.61878
H: 2.45068 0.97445 4.93786